w.
This record from the Open Molecules 2025 dataset describes the molecule C3H3N3. The level of theory is wB97M-V/def2-TZVPD.

Geometry as XYZ:
```
9
Properties=species:S:1:pos:R:3:mulliken_charge:R:1
C 0.67 0.20 0.89 -0.62
C -0.50 0.77 0.63 0.49
C -0.83 -0.98 -1.71 -0.21
N 0.05 -1.11 -0.94 0.09
N 0.98 -0.98 -0.02 -0.29
N -1.66 1.06 0.41 -0.44
H 1.32 0.67 1.57 0.39
H 1.89 -1.27 -0.44 0.28
H -1.90 1.64 -0.39 0.30
```

Results
LUMO ... 0.64 eV
HOMO-LUMO gap ... 9.154 eV

***

x.
This record from the Open Molecules 2025 dataset describes the molecule C3H3N3. The level of theory is wB97M-V/def2-TZVPD.

Geometry as XYZ:
```
9
Properties=species:S:1:pos:R:3:mulliken_charge:R:1
N -0.26 0.81 -0.97 -0.41
C 0.17 -0.05 0.82 -0.39
C -0.97 -0.17 -0.08 0.44
N -2.04 -0.74 -0.09 -0.40
C 1.24 -0.99 0.83 0.33
N 2.12 -1.75 0.79 -0.39
H -0.63 1.75 -1.09 0.24
H 0.19 0.44 -1.80 0.25
H 0.18 0.71 1.59 0.33
```

Results
LUMO (spin up / spin down) ... -0.77 / -1.78 eV
HOMO-LUMO gap (spin up / spin down) ... 9.997 / 6.473 eV

***

Taking the most stable structure as the zero point, the relative energies in hartree are w 0.0000; x 0.0075.